1.
The following is a DFT calculation (the ωB97M-V functional and the def2-TZVPD basis) of a structure of composition C35H59MoN11O4SSe.

Structure (XYZ):
```
112
C35H59MoN11O4SSe (the ωB97M-V functional and the def2-TZVPD basis)
Mo -0.27549 0.16606 -0.81052
N -2.80324 0.33463 4.13537
C -3.07678 0.26053 2.67117
C -1.75406 0.33080 1.92098
O -0.76616 0.69700 2.51148
O -1.83237 0.00709 0.66232
H -2.43346 1.25366 4.39246
H -2.07872 -0.35130 4.42634
H -3.64712 0.16472 4.68688
H -3.70096 1.10294 2.37512
H -3.61935 -0.65601 2.44864
N 4.46661 0.80114 -4.93299
C 3.45870 0.65273 -4.08249
C 2.84576 1.76072 -3.44302
C 1.80666 1.55863 -2.58418
N 1.28369 0.33489 -2.29097
C 1.90227 -0.72520 -2.87388
C 2.94636 -0.62344 -3.74289
H 4.81042 1.71345 -5.18957
H 4.88430 0.01161 -5.40071
H 3.19678 2.76807 -3.62800
H 1.35409 2.40395 -2.08011
H 1.52424 -1.70535 -2.62222
H 3.37390 -1.52100 -4.17050
O 2.78030 -2.78673 5.68148
C 1.51206 -2.82877 6.29432
N 0.58983 -3.35021 5.29792
C -0.41084 -2.64739 4.76273
O -0.77694 -1.54383 5.15541
C -1.10778 -3.24841 3.57412
C -2.17792 -4.12639 3.69582
C -2.83518 -4.54214 2.54989
C -2.42021 -4.04590 1.32772
N -1.39397 -3.19335 1.20506
C -0.73902 -2.81802 2.30709
H 3.45454 -3.02196 6.32835
H 1.15995 -1.83721 6.57160
H 1.50665 -3.47972 7.16808
H 0.82171 -4.24863 4.89994
H -2.48672 -4.48819 4.66962
H -3.66440 -5.23391 2.60136
H -2.92363 -4.33561 0.41346
H 0.09027 -2.12924 2.17740
C 6.19478 3.85675 0.07497
C 5.71442 3.17778 1.35544
C 4.19687 3.23234 1.55674
C 3.39054 2.69522 0.38032
N 3.76835 1.30256 0.07186
C 3.05831 0.20253 0.21848
S 1.40213 0.31427 0.84077
N 3.62471 -0.97872 0.03713
C 3.02703 -2.30026 0.29567
C 3.38222 -2.85389 1.67508
C 4.79168 -3.43643 1.79036
C 5.92889 -2.42583 1.63655
H 7.28162 3.91340 0.05424
H 5.81382 4.87745 0.00652
H 5.88725 3.32314 -0.83151
H 6.17710 3.66454 2.21346
H 6.06760 2.14009 1.38958
H 3.88613 4.26799 1.71086
H 3.92182 2.67826 2.45812
H 3.58125 3.28469 -0.51753
H 2.32495 2.72769 0.59452
H 4.76349 1.18226 -0.08797
H 4.63526 -0.99040 -0.04720
H 3.38401 -2.96891 -0.49034
H 1.94862 -2.19543 0.19094
H 2.66164 -3.64414 1.90255
H 3.24096 -2.06261 2.41949
H 4.91230 -4.23568 1.05429
H 4.86988 -3.90795 2.77026
H 6.09694 -2.13862 0.59136
H 6.87159 -2.85678 1.96887
H 5.75344 -1.52694 2.23407
C -1.10702 -1.65388 -3.97985
C -2.23987 -1.62516 -2.96657
C -3.27307 -0.57444 -3.34829
C -2.87980 -2.99897 -2.80471
N -1.72577 -1.19400 -1.60463
N -0.63663 -1.92293 -1.01791
H -1.53377 -1.76765 -4.97545
H -0.42793 -2.49988 -3.84232
H -0.53807 -0.72248 -3.96755
H -3.72103 -0.83888 -4.30495
H -2.81325 0.41100 -3.44406
H -4.07739 -0.51544 -2.61174
H -3.23504 -3.34854 -3.77376
H -3.74182 -2.95942 -2.13506
H -2.17221 -3.74427 -2.43245
H -2.50805 -1.19992 -0.94739
H -0.24571 -2.56276 -1.70688
H -0.94726 -2.50708 -0.10509
C -3.28835 4.79769 -2.30307
N -2.32872 4.11207 -3.17263
C -1.53698 3.08298 -2.87613
Se -1.50607 2.27215 -1.16302
N -0.82896 2.75572 -3.96629
C -1.16998 3.60303 -5.02234
C -0.73038 3.68290 -6.33882
C -1.30004 4.67600 -7.10810
C -2.27056 5.55429 -6.58943
C -2.70298 5.47141 -5.28306
C -2.12472 4.46953 -4.51030
H -3.25450 4.37228 -1.30616
H -4.28844 4.68373 -2.71607
H -3.03196 5.85370 -2.25466
H -0.15563 2.00902 -4.00788
H 0.01176 3.00810 -6.74348
H -0.99406 4.78478 -8.13945
H -2.68729 6.31470 -7.23523
H -3.45034 6.14794 -4.89177
```

Values from the calculation:
Kohn-Sham gap (alpha / beta)	0.223 / 0.244	hartree
largest force on an atom	0.60	eV/Å
⟨S²⟩	2.03
highest occupied orbital energy (alpha / beta)	-0.645 / -0.647	Eh
calculated total energy	-139840.9887	eV
total charge	+4
multiplicity	3

2.
The following is a DFT calculation (the ωB97M-V functional and the def2-TZVPD basis) of a cluster of 8 separate species, C35H60Br2N8O12S in total.

Structure (XYZ):
```
118
C35H60Br2N8O12S (the ωB97M-V functional and the def2-TZVPD basis)
C -0.87454 0.04437 2.43652
C -1.53805 0.10272 1.11458
Br -3.38058 0.39919 1.30538
C -1.08922 -0.01339 -0.13140
Br 0.69993 -0.37515 -0.53094
C -1.93184 0.06796 -1.32235
C -2.10166 1.30363 -2.01452
C -1.33528 2.49838 -1.52845
C -2.06602 3.32466 -0.50725
O -1.53452 3.69561 0.48603
C -3.01227 1.32765 -3.12520
S -3.21633 2.83898 -4.02925
C -4.69038 2.59536 -4.93359
O -2.11939 2.92700 -4.96255
O -3.42559 3.90003 -3.08756
C -3.72309 0.18516 -3.54813
C -3.48926 -1.00890 -2.86057
C -2.62293 -1.06706 -1.79362
C -2.60058 -2.46821 -1.32595
O -2.14275 -2.89644 -0.32484
N -3.35979 -3.26789 -2.24147
C -4.05657 -2.33970 -3.08372
O -4.99024 -2.62562 -3.74367
H -1.29524 -0.77436 3.00961
H 0.19624 -0.06646 2.37504
H -1.12444 0.94853 2.97866
H -0.42482 2.18846 -1.04038
H -1.06786 3.13421 -2.36314
H -3.09810 3.58578 -0.72857
H -4.47430 1.90787 -5.73690
H -4.95865 3.58041 -5.28021
H -5.45489 2.19804 -4.28679
H -4.40556 0.19969 -4.37486
H -2.84725 -3.97684 -2.74716
C 3.89363 -4.14085 -0.45238
N 3.99413 -3.00289 0.43700
C 5.29046 -2.40778 0.68446
C 2.91611 -2.48736 1.04891
O 2.94727 -1.53281 1.80967
H 4.49530 -4.96801 -0.07038
H 4.25030 -3.87959 -1.45123
H 2.85568 -4.45939 -0.51546
H 5.53355 -2.46247 1.73915
H 5.30095 -1.35534 0.39559
H 6.04059 -2.95165 0.11482
H 1.98777 -3.00808 0.78649
C 3.07130 3.45719 2.25120
N 1.76030 3.60589 2.84878
C 0.94992 4.77845 2.56678
C 1.27742 2.66454 3.67412
O 0.20193 2.72514 4.24828
H 3.72234 4.28467 2.53934
H 3.01078 3.42354 1.16000
H 3.51554 2.53553 2.61751
H 0.72682 5.32260 3.48508
H 0.00388 4.49418 2.10538
H 1.50107 5.42501 1.88857
H 1.95671 1.80194 3.77814
C 3.21096 -8.09597 2.64335
N 4.60733 -7.73106 2.49907
C 5.44130 -7.61667 3.68327
C 5.16656 -7.48992 1.30201
O 6.33109 -7.17896 1.13023
H 2.68330 -7.35660 3.24805
H 3.12008 -9.07667 3.11568
H 2.74402 -8.13228 1.66207
H 5.84692 -6.60883 3.77275
H 6.28089 -8.30989 3.63387
H 4.83754 -7.84049 4.55849
H 4.45340 -7.59561 0.46548
C -9.86572 3.22198 -1.95690
N -8.45406 3.54147 -1.89809
C -7.77962 3.57799 -0.60909
C -7.73072 3.81206 -2.99683
O -6.54375 4.08684 -2.97816
H -10.45414 3.94616 -1.39106
H -10.05909 2.22750 -1.55088
H -10.19557 3.24316 -2.99314
H -7.35660 4.56446 -0.42293
H -6.96272 2.85676 -0.58005
H -8.49976 3.33956 0.16869
H -8.32027 3.76424 -3.92933
C -2.14949 -4.96457 2.34207
N -0.76679 -5.21724 2.70495
C -0.46735 -6.02330 3.87596
C 0.25528 -4.72010 1.99401
O 1.43504 -4.88605 2.26364
H -2.67152 -4.44452 3.14713
H -2.67358 -5.90025 2.13811
H -2.18264 -4.34025 1.45040
H 0.11483 -5.45286 4.59966
H 0.11311 -6.90448 3.60085
H -1.40233 -6.33731 4.33152
H -0.07801 -4.11862 1.12986
C -0.61110 5.17627 -6.74691
N -0.70465 6.45732 -7.42086
C 0.49754 7.09046 -7.93297
C -1.87780 7.09191 -7.59326
O -2.00279 8.16341 -8.15557
H 0.02655 5.24820 -5.86420
H -0.19506 4.41836 -7.41385
H -1.59606 4.85244 -6.42734
H 0.64817 8.06679 -7.47217
H 0.42797 7.24166 -9.01038
H 1.34857 6.45170 -7.71177
H -2.73321 6.53815 -7.16873
C 6.88010 -0.53014 6.19174
N 6.61160 0.64945 5.39586
C 7.72116 1.42739 4.87289
C 5.35680 1.05872 5.11890
O 5.09575 2.05418 4.47120
H 7.44581 -0.27707 7.09059
H 7.45019 -1.26930 5.62365
H 5.93547 -0.97967 6.49236
H 7.68372 2.45192 5.24259
H 7.68594 1.46745 3.78347
H 8.65267 0.96352 5.18668
H 4.57684 0.41111 5.55079
```

Values from the calculation:
Kohn-Sham gap	0.277	hartree
SMILES string	C/C(Br)=C(\Br)c1c(CC=O)c(S(C)(=O)=O)cc2c1C(=O)NC2=O.CN(C)C=O.CN(C)C=O.CN(C)C=O.CN(C)C=O.CN(C)C=O.CN(C)C=O.CN(C)C=O
largest force on an atom	1.97	eV/Å
highest occupied orbital energy	-0.314	Eh
calculated total energy	-224678.7542	eV

3.
The following is a DFT calculation (the ωB97M-V functional and the def2-TZVPD basis) of a cluster of 5 separate species, C35H60ClF5N2O8S4 in total.

Structure (XYZ):
```
115
C35H60ClF5N2O8S4 (the ωB97M-V functional and the def2-TZVPD basis)
C 3.37596 -0.07308 -1.53643
C 2.26902 0.02827 -2.68741
C 0.84520 -0.09650 -2.01738
C -0.25228 0.90309 -2.63735
C -1.02005 1.49691 -1.40732
C -1.89978 0.56518 -0.71288
C -2.12470 -0.90286 -1.16610
C -3.59809 -1.02289 -1.76301
C -3.67898 -0.44315 -3.23832
C -4.94541 -1.05146 -3.98229
N -4.56975 -2.34186 -4.64384
C -2.64066 0.98054 0.48587
C -3.59282 0.04573 1.28073
C -2.92434 -0.31325 2.66878
C -2.05443 -1.62176 2.55715
Cl -4.24749 -0.44013 3.90078
C -2.43530 2.33755 0.89679
C -1.58790 3.28152 0.17548
C -0.86028 2.89101 -0.99134
C 0.02538 3.91461 -1.73779
C 1.52795 3.48926 -1.95858
C 2.05979 4.21158 -3.25034
C 1.83713 3.46731 -4.60009
O 0.45294 3.43501 -5.03037
C 0.18829 2.41124 -5.89996
C -1.20175 1.69460 -5.87475
O 0.96667 2.04230 -6.73435
C -1.64352 4.62933 0.93047
O -1.02940 5.60065 0.62246
N -2.51174 4.37489 2.03141
C -3.40944 5.41031 2.49710
F -3.52827 5.24310 3.87140
F -2.95983 6.67127 2.31902
C -4.89259 5.33380 1.92802
F -4.98128 4.84686 0.67735
F -5.71656 4.71012 2.79682
F -5.36152 6.62303 1.87131
C -3.04213 3.04315 2.12615
O -3.75018 2.54788 2.93943
H 3.71355 0.96698 -1.28908
H 4.27056 -0.69273 -1.86043
H 2.97182 -0.54027 -0.60960
H 2.47734 -0.85090 -3.34806
H 2.45409 0.99999 -3.18777
H 0.98265 0.15708 -0.93537
H 0.54088 -1.16294 -2.08898
H -0.93215 0.26254 -3.23684
H 0.26338 1.68067 -3.23186
H -1.45366 -1.22757 -1.98717
H -2.05548 -1.62671 -0.32488
H -4.35652 -0.49579 -1.14808
H -3.85375 -2.11020 -1.86520
H -2.76992 -0.68530 -3.83832
H -3.86722 0.65574 -3.16687
H -5.35974 -0.34700 -4.74467
H -5.77812 -1.23066 -3.25467
H -4.18130 -2.91690 -3.88759
H -3.75985 -2.09912 -5.22583
H -3.82352 -0.91264 0.76934
H -4.56989 0.58247 1.38846
H -2.25482 0.52602 2.94487
H -0.98525 -1.28885 2.53123
H -2.30815 -2.24345 1.67185
H -2.17795 -2.17605 3.51829
H -0.42756 4.03510 -2.76061
H 0.02981 4.92932 -1.28979
H 2.10597 3.92997 -1.10112
H 1.71432 2.39691 -1.91797
H 1.51475 5.19115 -3.33969
H 3.14122 4.49596 -3.18247
H 2.25432 2.43581 -4.64518
H 2.39923 4.04942 -5.38009
H -1.92959 2.21461 -5.21025
H -1.08049 0.63345 -5.54737
H -1.63172 1.64525 -6.90557
C 9.09381 -1.44022 -1.26191
S 7.48905 -2.25728 -1.28798
O 6.62140 -1.51299 -2.25348
C 6.99992 -1.75803 0.37019
H 9.57085 -1.59060 -2.22966
H 8.96341 -0.37216 -1.08239
H 9.71212 -1.88218 -0.47990
H 7.00205 -0.66935 0.44510
H 7.68966 -2.18861 1.09569
H 5.99486 -2.13335 0.55920
C -1.90539 3.59120 5.97300
S -1.04803 2.02899 6.21727
O -1.89698 0.95791 5.62459
C -1.27555 1.96687 8.00343
H -1.91885 3.81077 4.90829
H -2.92933 3.51474 6.34072
H -1.37291 4.38434 6.49983
H -2.33942 1.99274 8.24323
H -0.76438 2.81273 8.46486
H -0.84289 1.03790 8.37260
C -4.95730 -3.82572 4.00454
S -3.82066 -5.11192 3.46175
O -4.33811 -5.64801 2.17169
C -4.24960 -6.29811 4.74879
H -4.88537 -2.98856 3.31214
H -5.97908 -4.20864 4.00716
H -4.67832 -3.49104 5.00419
H -5.31543 -6.52585 4.70363
H -3.99361 -5.88404 5.72487
H -3.67657 -7.20915 4.58099
C 8.33507 -6.35142 -1.44840
S 7.75688 -5.92930 0.20394
O 8.44729 -4.67034 0.61008
C 8.58271 -7.28959 1.04729
H 7.96392 -5.59881 -2.14313
H 9.42567 -6.35996 -1.46896
H 7.94465 -7.32974 -1.73090
H 9.65774 -7.23913 0.86950
H 8.18466 -8.23770 0.68382
H 8.38699 -7.20084 2.11503
```

Values from the calculation:
Kohn-Sham gap	0.301	hartree
largest force on an atom	3.99	eV/Å
highest occupied orbital energy	-0.320	Eh
calculated total energy	-126075.5395	eV

4.
The following is a DFT calculation (the ωB97M-V functional and the def2-TZVPD basis) of a cluster of 10 separate species, C35H60O30 in total.

Structure (XYZ):
```
125
C35H60O30 (the ωB97M-V functional and the def2-TZVPD basis)
C -6.37397 2.12978 3.70611
C -5.34755 1.04555 3.29678
C -5.84672 -0.02569 2.35312
O -4.69662 -0.18824 1.52544
C -3.92702 0.88234 1.63294
O -2.93277 0.99217 0.89316
O -4.25267 1.63598 2.67315
H -5.89656 2.92596 4.19458
H -7.15668 1.64294 4.25400
H -6.79246 2.50501 2.86614
H -4.84035 0.53309 4.06449
H -6.60806 0.21309 1.64804
H -6.02411 -1.04602 2.84228
C -0.09889 -0.59903 0.26443
C 0.83861 -1.35691 -0.71721
C 1.67946 -2.38362 -0.06317
O 0.97004 -3.58967 -0.12927
C 0.07195 -3.54205 -1.12405
O -0.73178 -4.39349 -1.44591
O 0.08106 -2.25958 -1.53378
H -1.09325 -1.02394 0.56191
H -0.34412 0.35009 -0.12797
H 0.40737 -0.27482 1.16233
H 1.30911 -0.57697 -1.27088
H 1.85781 -2.23556 0.95081
H 2.66728 -2.34747 -0.52763
C -1.62476 -4.10639 1.88340
C -2.75718 -3.06942 1.81447
C -4.13127 -3.57902 2.01189
O -4.58238 -2.99935 3.14490
C -3.81885 -2.20056 3.68450
O -4.03993 -1.62614 4.76015
O -2.68254 -2.26452 3.07472
H -0.53626 -3.70564 2.03211
H -1.77742 -4.76423 1.04547
H -1.60257 -4.81552 2.74881
H -2.77840 -2.37549 0.93901
H -4.10792 -4.66430 2.14952
H -4.75861 -3.14331 1.25264
C 4.71583 3.59019 1.15736
C 5.07879 2.22283 0.63844
C 6.27588 1.57765 1.32591
O 5.81803 0.29004 1.42608
C 4.56300 0.18483 1.31328
O 4.01291 -0.86895 1.38833
O 3.97755 1.27183 0.86960
H 5.53982 4.36313 0.95284
H 4.33432 3.65214 2.19619
H 3.89006 3.86185 0.44707
H 5.25646 2.13052 -0.46673
H 6.35389 1.95958 2.35283
H 7.28255 1.75307 0.85045
C -2.40439 4.16497 -0.23636
C -1.67597 3.34512 -1.32480
C -2.58508 2.75146 -2.42958
O -2.06402 3.40502 -3.61982
C -0.95227 4.24648 -3.30609
O -0.43967 5.04057 -4.06381
O -0.63278 4.00648 -2.02591
H -3.19403 3.55866 0.18467
H -2.81135 5.12357 -0.54215
H -1.65685 4.48056 0.46361
H -1.16273 2.47864 -0.99778
H -3.64745 2.93420 -2.35065
H -2.42513 1.68074 -2.50677
C 2.63753 2.74156 -2.21195
O 1.65433 1.70096 -2.17500
C 1.01161 1.41709 -3.31704
O 1.38529 2.10180 -4.54830
O 0.06376 0.57141 -3.21703
C -0.56521 0.12377 -4.38920
H 2.96854 2.97132 -1.16781
H 2.29983 3.66952 -2.51938
H 3.47703 2.46333 -2.67871
H -0.99446 -0.87094 -4.31112
H 0.08262 0.17685 -5.25309
H -1.43233 0.76875 -4.55380
C -1.91635 1.32644 4.55744
O -1.62433 2.01034 3.34894
C -0.35115 2.06366 2.84648
O 0.79968 1.75618 3.64771
O -0.30750 2.37201 1.60476
C 0.96810 2.55378 1.03354
H -1.95483 0.28702 4.29611
H -2.89288 1.76056 4.93972
H -1.15147 1.56405 5.25974
H 1.58094 3.17177 1.70003
H 0.84110 3.22852 0.14152
H 1.56479 1.75318 0.67392
C 3.21365 -1.27758 -3.27985
O 4.07714 -0.44089 -4.10657
C 4.86877 0.39236 -3.57720
O 4.98919 0.61156 -2.25086
O 5.70656 1.09994 -4.44342
C 6.54937 2.15142 -3.93724
H 3.02976 -0.84737 -2.22743
H 3.73796 -2.21035 -3.21016
H 2.21945 -1.31961 -3.72200
H 7.09032 1.63659 -3.21089
H 5.90579 3.00199 -3.64485
H 7.27921 2.50245 -4.75386
C -1.42694 -4.08989 -5.02931
O -0.87979 -2.85977 -5.51678
C 0.42385 -2.79006 -5.70369
O 1.38564 -3.67990 -5.18627
O 0.83926 -1.80910 -6.50215
C 2.08941 -1.86371 -7.22158
H -1.03869 -5.01951 -5.50467
H -2.49478 -4.09967 -5.27258
H -1.47992 -4.23041 -3.88546
H 2.00357 -1.35500 -8.22379
H 2.09345 -2.84965 -7.68394
H 3.05354 -1.88869 -6.75894
C -2.38562 -3.52222 7.06729
O -1.59701 -3.63040 5.86487
C -0.81305 -2.62775 5.53665
O -0.57905 -1.51251 6.37109
O -0.14738 -2.68133 4.48110
C 0.52798 -1.49341 3.92937
H -2.92697 -4.40459 7.35991
H -3.08007 -2.71090 7.13254
H -1.69269 -3.41841 7.96066
H 0.05157 -1.12631 3.01160
H 1.55966 -1.67916 3.67602
H 0.53379 -0.54531 4.56726
```

Values from the calculation:
Kohn-Sham gap	0.346	hartree
SMILES string	C[C@H]1COC(=O)O1.C[C@H]1COC(=O)O1.C[C@H]1COC(=O)O1.C[C@H]1COC(=O)O1.C[C@H]1COC(=O)O1.COC(=O)OC.COC(=O)OC.COC(=O)OC.COC(=O)OC.COC(=O)OC
largest force on an atom	11.27	eV/Å
highest occupied orbital energy	-0.335	Eh
calculated total energy	-98682.9407	eV